No. 1
{
  "formula": "C3H8NO2S",
  "method": "the ωB97M-V functional and the def2-TZVPD basis",
  "total_charge": 1,
  "e_homo_ev": [-15.45, -15.45],
  "e_tot_ev": -19650.8696,
  "de_lowest_kcal_mol": 91.1,
  "symbols": ["S", "O", "O", "N", "C", "C", "C", "H", "H", "H", "H", "H", "H", "H", "H"],
  "positions_angstrom": [[0.860, -1.107, -0.411], [1.270, -0.772, -1.721], [0.099, -2.214, -0.041], [-0.807, 0.575, -0.278], [2.100, -0.594, 0.844], [-1.859, 0.262, 0.656], [-0.858, 1.353, -1.234], [-2.035, -0.772, 0.557], [-2.644, 0.963, 0.339], [-1.600, 2.086, -1.332], [1.803, -0.986, 1.730], [2.402, 0.489, 0.903], [3.020, -0.981, 0.354], [-0.027, 1.281, -2.069], [-1.724, 0.418, 1.704]]
}

***

No. 2
{
  "formula": "C3H8NO3",
  "method": "the ωB97M-V functional and the def2-TZVPD basis",
  "total_charge": 1,
  "e_homo_ev": -15.45,
  "e_tot_ev": -10865.7913,
  "de_lowest_kcal_mol": 25.6,
  "symbols": ["O", "O", "O", "N", "C", "C", "C", "H", "H", "H", "H", "H", "H", "H", "H"],
  "positions_angstrom": [[0.382, -1.424, 0.262], [0.179, -0.830, -2.522], [-0.229, 0.638, -0.881], [-1.342, -0.245, 1.095], [0.815, 0.848, 1.325], [-0.070, -0.188, 0.666], [-0.161, 0.278, -2.011], [0.519, 1.872, 1.039], [-1.835, 0.660, 1.049], [-1.833, -1.177, 1.043], [1.866, 0.751, 1.152], [-0.627, 0.971, -2.775], [0.402, -1.572, -1.977], [0.584, 0.724, 2.348], [1.349, -1.305, 0.187]]
}

***

No. 3
{
  "formula": "C3H8NOP",
  "method": "the ωB97M-V functional and the def2-TZVPD basis",
  "e_homo_ev": -9.39,
  "smiles": "CC(C)=N.O=P",
  "e_tot_ev": -16065.0783,
  "de_lowest_kcal_mol": 45.6,
  "symbols": ["P", "O", "N", "C", "C", "C", "H", "H", "H", "H", "H", "H", "H", "H"],
  "positions_angstrom": [[4.284, -0.763, 0.479], [4.889, 0.424, -0.047], [0.000, -0.731, -0.006], [-1.249, 1.357, 0.009], [-2.424, -0.917, -0.281], [-1.096, -0.144, -0.044], [-1.492, 1.792, -1.034], [-2.658, -1.389, 0.699], [3.886, -0.184, 1.678], [-0.021, -1.686, -0.231], [-2.086, 1.590, 0.563], [-3.117, -0.184, -0.616], [-0.352, 2.024, 0.363], [-2.380, -1.729, -1.010]]
}

***

No. 4
{
  "formula": "C3H8NOP",
  "method": "the ωB97M-V functional and the def2-TZVPD basis",
  "e_homo_ev": -8.51,
  "smiles": "CC(C)=NPO",
  "e_tot_ev": -16065.7929,
  "de_lowest_kcal_mol": 29.1,
  "symbols": ["P", "O", "N", "C", "C", "C", "H", "H", "H", "H", "H", "H", "H", "H"],
  "positions_angstrom": [[-0.562, 0.347, 2.466], [0.406, 1.098, 3.531], [0.389, 0.543, 1.126], [-0.979, -0.709, -0.405], [0.830, 0.680, -1.450], [0.136, 0.185, -0.094], [-0.065, -1.025, 2.472], [1.833, 0.775, -1.001], [0.698, 0.026, -2.359], [-1.832, -0.366, 0.180], [0.297, 1.908, 4.006], [-0.551, -1.717, -0.238], [-1.306, -0.775, -1.426], [0.303, 1.673, -1.498]]
}

***

No. 5
{
  "formula": "C3H8NOP",
  "method": "the ωB97M-V functional and the def2-TZVPD basis",
  "e_homo_ev": -9.33,
  "smiles": "C[C@@H](P)C(N)=O",
  "e_tot_ev": -16066.3352,
  "de_lowest_kcal_mol": 16.6,
  "symbols": ["P", "O", "N", "C", "C", "C", "H", "H", "H", "H", "H", "H", "H", "H"],
  "positions_angstrom": [[-1.927, -0.429, 0.320], [0.806, -1.381, -1.061], [1.722, -0.868, 0.901], [-0.238, 0.382, 0.146], [-0.442, 1.408, -1.026], [0.788, -0.697, -0.055], [-0.102, 1.145, 1.083], [2.628, -1.383, 0.761], [-1.788, -1.219, 1.548], [0.460, 2.009, -1.355], [-1.233, 2.103, -0.732], [-1.671, -1.427, -0.500], [1.761, -0.482, 1.800], [-0.764, 0.840, -1.832]]
}

***

No. 6
{
  "formula": "C3H8NOS",
  "method": "the ωB97M-V functional and the def2-TZVPD basis",
  "total_charge": 1,
  "e_homo_ev": -13.68,
  "e_tot_ev": -17603.7740,
  "de_lowest_kcal_mol": 61.3,
  "symbols": ["S", "O", "N", "C", "C", "C", "H", "H", "H", "H", "H", "H", "H", "H"],
  "positions_angstrom": [[0.644, 0.344, 1.737], [1.635, 1.304, 0.891], [-1.415, 0.441, -0.275], [-0.209, -1.663, -0.140], [-0.851, -0.488, 0.536], [1.721, 1.655, -0.312], [2.506, 2.360, -0.557], [0.361, -1.371, -1.021], [-1.001, -2.333, -0.470], [-1.257, 0.395, -1.268], [-1.445, -0.752, 1.409], [0.440, -2.213, 0.536], [1.057, 1.308, -1.094], [-2.184, 1.011, 0.028]]
}